Record 1
84
Properties=species:S:1:pos:R:3:mulliken_spin:R:1 method="wB97M-V/def2-TZVPD" energy_ev=-84464.1272 s_squared=16.05 spin_multiplicity=8 total_charge=0
C -0.721 4.115 -3.521 -0.001
C -0.723 2.760 -3.196 -0.001
N 0.182 2.263 -2.322 0.021
C 1.045 3.086 -1.695 -0.002
C 1.014 4.459 -1.918 -0.001
C 0.142 4.985 -2.866 0.001
C -1.714 1.841 -3.896 -0.002
P -2.220 0.297 -3.023 0.045
Gd -0.052 -0.066 -1.426 6.469
P 2.434 0.747 -0.678 0.044
C 1.987 2.549 -0.614 0.003
C 0.136 -2.512 -1.395 0.268
C -0.928 -3.113 -0.741 -0.010
C -0.912 -4.512 -0.532 0.014
C 0.145 -5.288 -1.033 -0.010
C 1.194 -4.661 -1.726 0.018
C 1.194 -3.253 -1.888 -0.012
O -0.665 0.569 -6.163 0.000
O 0.452 -1.622 -4.971 0.008
H -1.420 4.441 -4.287 0.000
H 1.669 5.079 -1.312 0.000
H 0.126 6.049 -3.080 0.000
C -3.680 0.772 -2.057 -0.001
C -2.889 -0.986 -4.137 0.001
H 2.925 3.125 -0.614 0.000
H 1.521 2.704 0.372 0.000
H -1.268 1.478 -4.875 -0.003
H -2.619 2.420 -4.147 0.000
C 2.841 0.174 1.004 0.001
C 4.025 0.745 -1.549 -0.002
H -1.788 -2.531 -0.386 0.007
H -1.732 -4.981 0.026 0.001
H 0.148 -6.378 -0.885 0.000
H 2.014 -5.252 -2.145 0.001
H 2.028 -2.761 -2.400 0.008
H 0.746 -1.130 -4.100 0.031
H 0.264 -2.534 -4.686 0.001
H -0.217 -0.224 -5.743 0.000
H 0.031 1.068 -6.615 0.000
H 0.954 -0.481 -3.108 0.026
H -4.538 0.959 -2.715 0.000
H -3.924 -0.040 -1.359 0.000
H -3.460 1.663 -1.461 0.000
H -3.773 -0.628 -4.684 0.001
H -2.115 -1.330 -4.837 -0.001
H -3.175 -1.848 -3.511 0.000
H 4.816 1.232 -0.961 0.000
H 4.299 -0.298 -1.752 0.000
H 3.903 1.248 -2.516 0.001
H 3.756 0.645 1.386 0.000
H 2.017 0.366 1.703 -0.001
H 2.979 -0.917 0.978 -0.001
C 3.225 -0.321 5.281 0.001
C 2.265 -1.140 4.454 -0.001
C 2.678 -2.377 3.965 0.000
C 1.850 -3.160 3.156 0.000
C 0.573 -2.708 2.872 0.000
C 0.131 -1.465 3.372 -0.002
N -1.074 -1.003 2.875 0.000
C -1.946 0.009 3.290 0.001
C -2.616 -0.057 4.521 0.000
C -3.412 1.018 4.926 0.000
C -3.545 2.155 4.115 0.000
C -2.919 2.199 2.865 0.002
C -2.177 1.108 2.417 -0.007
C -1.514 1.159 1.087 0.023
O -1.371 2.230 0.459 0.003
O -1.097 0.006 0.591 0.058
C 0.995 -0.643 4.142 0.000
C 0.592 0.747 4.515 0.001
H 3.504 0.616 4.780 0.000
H 2.801 -0.060 6.259 0.000
H 4.151 -0.878 5.460 0.000
H 3.679 -2.717 4.230 0.000
H 2.202 -4.116 2.770 0.000
H -0.099 -3.293 2.245 0.000
H -1.229 -1.246 1.894 0.000
H -2.483 -0.957 5.127 0.000
H -3.923 0.962 5.885 0.000
H -4.143 3.002 4.452 0.000
H -3.004 3.064 2.210 0.000
H 0.348 1.359 3.632 0.000
H -0.290 0.752 5.166 0.000
H 1.398 1.266 5.046 0.000


Record 2
80
Properties=species:S:1:pos:R:3:lowdin_charge:R:1 method="wB97M-V/def2-TZVPD" energy_ev=-45569.2299 spin_multiplicity=1 total_charge=-1
In 0.469 -0.235 -0.603 1.027
N 4.368 2.040 2.723 0.049
N 1.254 1.730 -2.847 -0.006
C -2.131 0.150 1.795 -0.245
C -1.780 1.446 2.219 -0.221
C -0.669 1.332 3.138 -0.246
C -0.009 2.364 3.780 0.095
H -0.198 3.394 3.477 0.074
H 1.778 2.299 3.051 -0.006
H 0.398 2.173 4.775 0.090
C -0.290 -0.065 3.165 -0.214
C 0.931 -0.582 3.809 -0.046
H 0.852 -0.544 4.911 0.086
H 1.810 0.011 3.531 0.066
H 1.123 -1.629 3.513 0.060
C -1.222 -0.784 2.391 -0.255
C -1.237 -2.255 2.247 -0.055
H -0.253 -2.632 1.922 0.065
H -2.000 -2.576 1.525 0.063
H -1.475 -2.720 3.221 0.088
C -2.392 2.726 1.817 -0.048
H -3.259 2.951 2.462 0.084
H -2.745 2.690 0.774 0.059
H -1.682 3.561 1.917 0.074
C -3.273 -0.164 0.904 -0.040
H -3.262 -1.224 0.637 0.063
H -3.229 0.437 -0.019 0.070
H -4.225 0.062 1.415 0.090
C 5.613 1.759 2.379 -0.220
H 6.375 1.843 3.160 0.079
C 5.995 1.346 1.075 -0.166
H 7.022 1.040 0.896 0.054
C 5.040 1.339 0.057 -0.154
H 5.307 1.130 -0.976 0.089
C 3.732 1.667 0.360 -0.104
H 2.913 1.705 -0.358 0.066
C 3.417 1.913 1.742 -0.435
C 2.081 1.958 2.089 -0.076
H 1.364 1.747 1.290 0.001
C 0.295 0.853 -2.554 -0.427
C 0.690 2.840 -3.412 -0.169
H 1.242 3.749 -3.564 0.084
C -0.629 2.583 -3.686 -0.098
H -1.328 3.185 -4.229 0.088
N -0.901 1.322 -3.150 -0.046
C -2.137 0.643 -3.081 -0.124
C -3.320 1.396 -2.902 -0.196
C -4.542 0.726 -3.015 -0.017
H -5.455 1.324 -2.961 0.112
C -4.613 -0.656 -3.184 -0.285
C -5.922 -1.335 -3.394 -0.066
H -5.959 -2.281 -2.853 0.076
H -6.100 -1.565 -4.449 0.081
H -6.745 -0.706 -3.057 0.072
C -3.433 -1.393 -3.168 -0.015
H -3.463 -2.479 -3.229 0.120
C -2.183 -0.775 -3.129 -0.188
C -0.958 -1.646 -3.126 -0.104
H -0.037 -1.111 -3.424 0.056
H -1.100 -2.481 -3.831 0.084
H -0.812 -2.143 -2.141 0.045
C -3.329 2.845 -2.510 -0.044
H -2.861 3.513 -3.243 0.056
H -2.888 3.047 -1.517 0.085
H -4.385 3.144 -2.454 0.075
C 3.621 -2.571 2.178 -0.060
C 3.138 -1.708 1.031 -0.264
O 1.910 -2.179 0.463 -0.366
C 2.009 -3.051 -0.667 -0.304
C 2.894 -4.268 -0.451 -0.086
H 4.543 -2.135 2.579 0.085
H 2.891 -2.605 2.994 0.062
H 3.837 -3.588 1.835 0.052
H 2.925 -0.687 1.385 0.092
H 3.904 -1.619 0.242 0.125
H 0.972 -3.354 -0.882 0.104
H 2.373 -2.474 -1.537 0.116
H 3.954 -4.001 -0.383 0.077
H 2.603 -4.846 0.433 0.081
H 2.784 -4.919 -1.323 0.074


Record 3
89
Properties=species:S:1:pos:R:3:lowdin_charge:R:1 method="wB97M-V/def2-TZVPD" energy_ev=-105843.5164 spin_multiplicity=1 total_charge=+2
Ti -0.343 -1.363 -0.372 0.916
C -2.149 -3.441 2.136 -0.164
Si -2.358 -1.566 2.249 0.430
C -4.045 -1.183 1.486 -0.144
C -2.249 -1.102 4.064 -0.146
N -1.103 -0.793 1.254 -0.356
P -0.857 0.839 1.101 0.752
C -0.421 0.880 -0.600 -0.389
P 1.297 0.715 -0.927 0.756
N 1.338 -0.938 -1.032 -0.368
Si 2.499 -1.877 -2.022 0.454
C 1.506 -2.313 -3.579 -0.153
C 2.958 -3.382 -0.982 -0.156
C 4.035 -0.880 -2.426 -0.139
C 1.622 1.466 -2.538 -0.296
C 0.636 1.266 -3.507 -0.096
C 0.801 1.779 -4.782 -0.061
C 1.948 2.497 -5.095 -0.050
C 2.932 2.692 -4.138 -0.050
C 2.775 2.175 -2.860 -0.086
C 2.635 1.200 0.180 -0.310
C 3.352 0.217 0.860 -0.096
C 4.463 0.569 1.606 -0.051
C 4.855 1.897 1.682 -0.045
C 4.133 2.881 1.021 -0.050
C 3.021 2.537 0.271 -0.094
C -2.370 1.802 1.295 -0.313
C -2.833 2.206 2.546 -0.082
C -4.028 2.901 2.648 -0.046
C -4.758 3.203 1.508 -0.048
C -4.289 2.819 0.257 -0.062
C -3.098 2.121 0.150 -0.107
C 0.192 1.328 2.482 -0.310
C 0.372 2.679 2.772 -0.083
C 1.065 3.051 3.911 -0.052
C 1.572 2.079 4.764 -0.047
C 1.412 0.734 4.466 -0.053
C 0.727 0.355 3.324 -0.095
H -2.616 -3.873 3.023 0.048
H -2.663 -3.867 1.269 0.026
H -1.112 -3.773 2.126 0.028
H -4.820 -1.623 2.118 0.050
H -4.259 -0.118 1.394 0.017
H -4.133 -1.652 0.500 0.010
H -3.030 -1.661 4.586 0.049
H -1.293 -1.389 4.504 0.037
H -2.414 -0.044 4.264 0.021
H 0.432 -2.159 -3.443 0.004
H 1.819 -1.688 -4.417 0.039
H 1.671 -3.353 -3.868 0.038
H 2.188 -3.673 -0.272 0.010
H 3.150 -4.235 -1.638 0.045
H 3.877 -3.201 -0.422 0.041
H 3.900 -0.267 -3.317 0.033
H 4.339 -0.224 -1.609 0.029
H 4.861 -1.568 -2.622 0.052
H -0.257 0.717 -3.236 0.083
H 0.040 1.628 -5.536 0.110
H 2.076 2.908 -6.088 0.117
H 3.830 3.241 -4.385 0.118
H 3.559 2.324 -2.129 0.102
H 3.049 -0.819 0.776 0.093
H 5.025 -0.195 2.128 0.117
H 5.729 2.168 2.260 0.118
H 4.443 3.916 1.084 0.118
H 2.454 3.296 -0.255 0.120
H -2.252 1.990 3.434 0.102
H -4.383 3.217 3.620 0.118
H -5.684 3.756 1.592 0.117
H -4.848 3.086 -0.631 0.111
H -2.690 1.846 -0.816 0.074
H -0.052 3.434 2.119 0.122
H 1.201 4.100 4.137 0.117
H 2.093 2.378 5.664 0.117
H 1.824 -0.018 5.126 0.116
H 0.574 -0.690 3.091 0.092
N -3.181 -0.551 -2.087 0.085
N -3.487 -1.811 -2.592 0.034
C -2.707 -2.836 -2.270 -0.327
N -2.990 -4.052 -2.701 0.257
N -1.699 -2.555 -1.398 0.085
N -0.761 -3.473 -1.119 -0.372
O -0.417 -4.344 -1.868 0.176
O -0.172 -3.211 -0.027 -0.070
H -3.836 -0.288 -1.357 0.090
H -3.200 0.136 -2.829 0.116
H -4.302 -1.959 -3.172 0.178
H -3.801 -4.225 -3.276 0.152
H -2.319 -4.796 -2.605 0.123


Record 4
86
Properties=species:S:1:pos:R:3:mulliken_spin:R:1 method="wB97M-V/def2-TZVPD" energy_ev=-93159.3344 s_squared=3.78 spin_multiplicity=4 total_charge=+1
V 0.882 -0.367 0.629 2.403
N 5.080 -1.232 -0.033 -0.008
C 3.893 -0.720 0.330 0.030
S 2.706 -0.389 -0.921 -0.058
N 3.730 -0.492 1.618 -0.016
N 2.464 0.017 1.811 -0.083
C 2.261 0.723 2.854 0.070
C 0.963 1.423 2.879 0.075
C 0.627 2.385 3.802 0.006
C -0.550 3.104 3.622 0.012
C -1.355 2.832 2.535 0.003
C -0.973 1.828 1.666 0.073
N 0.156 1.128 1.831 -0.123
H 5.323 -1.266 -1.006 0.001
H 5.809 -1.293 0.657 0.000
H 3.041 0.877 3.590 -0.006
H 1.289 2.577 4.636 0.000
H -0.827 3.879 4.327 0.000
H -2.269 3.380 2.353 -0.001
H -1.587 1.554 0.820 -0.004
C 2.157 -3.138 2.917 0.005
C 1.243 -2.336 3.808 -0.028
C 1.467 -2.276 5.177 0.003
C 0.573 -1.623 6.017 0.000
C -0.574 -1.058 5.490 0.002
C -0.831 -1.094 4.119 -0.034
C -2.139 -0.537 3.604 0.007
C 0.110 -1.698 3.292 0.017
N -0.046 -1.669 1.848 0.052
C -0.852 -2.569 1.293 0.350
C -1.654 -3.575 2.054 -0.014
C -0.920 -2.510 -0.146 0.170
C -1.702 -3.544 -0.894 -0.003
N -0.264 -1.503 -0.699 0.031
C -0.193 -1.469 -2.151 -0.037
C 0.657 -2.338 -2.839 -0.014
C 1.461 -3.406 -2.143 0.009
C 0.722 -2.224 -4.226 -0.001
C -0.054 -1.300 -4.907 0.001
C -0.913 -0.471 -4.202 -0.001
C -0.989 -0.536 -2.816 -0.028
C -1.947 0.353 -2.062 0.025
H 3.082 -3.388 3.435 -0.001
H 2.419 -2.616 2.001 0.035
H 1.671 -4.076 2.629 0.003
H 2.346 -2.760 5.588 0.000
H 0.763 -1.577 7.083 0.000
H -1.298 -0.586 6.146 0.000
H -2.290 0.491 3.938 0.002
H -2.971 -1.127 3.997 0.001
H -2.207 -0.552 2.518 -0.001
H -1.408 -3.570 3.113 0.006
H -1.482 -4.579 1.662 0.007
H -2.724 -3.372 1.950 0.012
H -2.748 -3.519 -0.575 0.006
H -1.330 -4.548 -0.676 0.006
H -1.664 -3.383 -1.966 0.005
H 1.822 -3.080 -1.171 0.004
H 2.325 -3.685 -2.746 -0.001
H 0.864 -4.311 -1.997 0.001
H 1.388 -2.881 -4.775 0.000
H 0.004 -1.234 -5.987 0.000
H -1.547 0.233 -4.730 0.000
H -2.490 1.001 -2.751 -0.001
H -1.419 0.995 -1.352 0.015
H -2.682 -0.235 -1.506 -0.003
C -3.011 3.948 -1.515 0.001
C -1.711 4.731 -1.600 0.000
N -0.812 4.204 -2.624 0.000
C 0.224 3.383 -2.390 -0.001
S 0.628 2.798 -0.844 0.013
N 0.968 3.039 -3.456 0.001
C 0.834 3.550 -4.816 0.000
C -0.190 2.802 -5.660 0.000
H -3.694 4.415 -0.800 0.000
H -2.814 2.921 -1.194 0.002
H -3.518 3.910 -2.482 0.000
H -1.173 4.685 -0.658 0.000
H -1.901 5.779 -1.828 0.000
H -1.022 4.445 -3.577 0.000
H 1.711 2.394 -3.244 0.001
H 1.819 3.481 -5.274 0.000
H 0.606 4.617 -4.771 0.000
H 0.105 1.759 -5.779 0.000
H -0.267 3.253 -6.651 0.000
H -1.182 2.818 -5.200 0.000


Record 5
116
Properties=species:S:1:pos:R:3:lowdin_charge:R:1 method="wB97M-V/def2-TZVPD" energy_ev=-151719.3495 smiles=FC(F)C(F)(F)COC(F)(F)C(F)F.FC(F)C(F)(F)COC(F)(F)C(F)F.FC(F)C(F)(F)COC(F)(F)C(F)F.FC(F)C(F)(F)COC(F)(F)C(F)F.CCCCP(CCCCCOCC)#P(C)O spin_multiplicity=1 total_charge=0
F 6.365 -1.805 3.319 0.100
C 5.626 -2.831 3.787 -0.308
F 5.647 -3.822 2.861 0.095
C 4.173 -2.421 4.032 -0.437
F 3.559 -2.140 2.864 0.138
F 3.579 -3.537 4.552 0.100
C 3.911 -1.304 5.052 -0.043
O 3.726 0.020 4.592 0.055
C 4.781 0.867 4.360 -0.526
F 5.941 0.367 4.844 0.137
F 4.525 2.009 5.041 0.142
C 4.893 1.268 2.887 -0.294
F 4.988 0.181 2.093 0.089
F 6.023 2.003 2.717 0.087
H 6.074 -3.208 4.705 0.151
H 2.946 -1.560 5.485 0.149
H 4.639 -1.343 5.863 0.133
H 4.028 1.854 2.574 0.113
F -3.832 -5.132 -4.519 0.099
C -3.803 -3.898 -5.061 -0.301
F -2.660 -3.776 -5.777 0.097
C -3.823 -2.807 -3.989 -0.431
F -2.674 -2.824 -3.275 0.126
F -3.848 -1.629 -4.680 0.100
C -5.029 -2.756 -3.042 -0.045
O -4.905 -3.361 -1.765 0.053
C -5.150 -4.690 -1.563 -0.540
F -5.738 -5.271 -2.631 0.148
F -6.020 -4.783 -0.528 0.137
C -3.896 -5.454 -1.120 -0.283
F -2.892 -5.297 -2.003 0.103
F -4.200 -6.772 -1.043 0.098
H -4.655 -3.779 -5.737 0.174
H -5.152 -1.700 -2.808 0.147
H -5.944 -3.064 -3.537 0.116
H -3.574 -5.097 -0.140 0.176
F -9.836 -1.351 -1.214 0.105
C -8.979 -2.179 -1.841 -0.298
F -7.770 -2.080 -1.239 0.100
C -8.802 -1.799 -3.313 -0.428
F -8.169 -0.614 -3.422 0.139
F -7.954 -2.755 -3.814 0.076
C -10.039 -1.821 -4.223 -0.041
O -10.711 -0.604 -4.480 0.051
C -11.677 -0.104 -3.641 -0.539
F -12.052 -1.002 -2.708 0.150
F -12.759 0.166 -4.404 0.146
C -11.264 1.234 -3.014 -0.285
F -10.090 1.124 -2.363 0.101
F -12.215 1.604 -2.126 0.101
H -9.335 -3.209 -1.752 0.178
H -9.651 -2.106 -5.200 0.150
H -10.734 -2.607 -3.922 0.149
H -11.175 1.995 -3.792 0.176
F 10.754 -1.359 9.120 0.096
C 11.646 -0.663 8.386 -0.305
F 12.303 0.186 9.208 0.099
C 10.957 0.159 7.293 -0.444
F 10.215 1.141 7.846 0.138
F 11.979 0.748 6.606 0.103
C 10.131 -0.596 6.241 -0.036
O 8.728 -0.683 6.418 0.052
C 8.140 -1.652 7.180 -0.530
F 9.002 -2.625 7.532 0.155
F 7.183 -2.230 6.403 0.117
C 7.397 -1.074 8.391 -0.284
F 8.219 -0.333 9.153 0.110
F 6.924 -2.102 9.134 0.099
H 12.368 -1.355 7.943 0.173
H 10.234 0.000 5.336 0.152
H 10.566 -1.572 6.023 0.148
H 6.563 -0.455 8.051 0.174
C 4.884 3.850 -2.770 -0.125
C 3.554 4.017 -3.497 -0.252
C 2.607 2.784 -3.544 -0.248
C 3.061 1.509 -2.816 -0.422
P 2.451 1.149 -1.104 0.799
C 0.576 1.139 -1.175 -0.408
C -0.076 0.930 -2.550 -0.242
C -1.479 0.268 -2.439 -0.191
C -2.576 1.050 -3.147 -0.185
C -2.799 2.431 -2.571 -0.225
O -3.963 3.006 -3.165 -0.153
C -4.836 3.647 -2.256 -0.287
C -5.753 4.591 -3.023 -0.072
P 2.974 2.866 0.135 0.673
C 1.988 4.338 -0.419 -0.299
O 2.255 2.497 1.611 -0.406
H 5.448 3.012 -3.177 0.069
H 5.493 4.736 -2.961 0.073
H 4.787 3.761 -1.691 0.021
H 3.014 4.846 -3.038 0.081
H 3.757 4.339 -4.518 0.098
H 1.620 3.079 -3.192 0.066
H 2.465 2.525 -4.595 0.103
H 2.656 0.656 -3.362 0.054
H 4.138 1.374 -2.824 0.057
H 0.267 0.352 -0.490 0.061
H 0.220 2.079 -0.748 0.056
H 0.560 0.367 -3.227 0.095
H -0.237 1.920 -2.972 0.078
H -1.737 0.154 -1.385 0.107
H -1.397 -0.738 -2.849 0.095
H -3.519 0.509 -3.033 0.103
H -2.395 1.110 -4.221 0.126
H -1.959 3.095 -2.809 0.119
H -2.877 2.403 -1.481 0.125
H -5.446 2.912 -1.718 0.116
H -4.271 4.218 -1.513 0.113
H -6.732 4.643 -2.548 0.069
H -5.885 4.223 -4.039 0.075
H -5.343 5.598 -3.069 0.070
H 1.402 4.135 -1.315 0.015
H 2.699 5.124 -0.661 0.024
H 1.315 4.691 0.362 0.035
H 1.360 2.874 1.599 0.040